*P*
A single C4H4 molecule. Source: the Open Molecules 2025 dataset; level of theory: ωB97M-V/def2-TZVPD.

Geometry (Å):
C: -1.33 -0.36 -0.10
C: -0.54 0.69 0.01
C: 0.92 0.26 0.17
C: 1.98 -0.15 -0.13
H: -2.59 -0.52 0.15
H: -0.76 -1.30 0.11
H: -0.76 1.68 -0.24
H: 3.08 -0.30 0.03

Output
Orbital gap (eV): 10.5
Molar mass (g/mol): 52.076
Structure (SMILES): C#CC=C

=====

*Q*
A single C4H4 molecule. Source: the Open Molecules 2025 dataset; level of theory: ωB97M-V/def2-TZVPD.

Geometry (Å):
C: 1.30 -0.67 -1.88
C: -0.78 -0.17 0.43
C: -0.51 0.72 1.34
C: 0.48 -0.47 -0.96
H: 0.41 1.29 1.37
H: -1.23 0.92 2.11
H: 1.95 -0.83 -2.69
H: -1.63 -0.80 0.27

Output
Orbital gap (eV): 10.9
Molar mass (g/mol): 52.076
Structure (SMILES): C#CC=C

=====

Most stable structure - *P*; separation to the second - 30.9 kJ/mol.

=====

*P*
2 unconnected molecules or ions with the total composition C4H4. Source: the Open Molecules 2025 dataset; level of theory: ωB97M-V/def2-TZVPD.

Geometry (Å):
C: -0.31 1.13 0.94
C: -0.51 2.06 1.79
C: 0.77 0.39 0.07
C: -0.53 -0.15 0.45
H: 1.16 0.66 -0.89
H: 1.63 0.23 0.78
H: -0.98 -1.00 0.95
H: -1.81 -0.23 -0.87

Output
Orbital gap (eV): 8.9
Molar mass (g/mol): 52.076

=====

*Q*
2 unconnected molecules or ions with the total composition C4H4. Source: the Open Molecules 2025 dataset; level of theory: ωB97M-V/def2-TZVPD.

Geometry (Å):
C: -2.30 0.57 -0.05
C: -1.09 0.33 0.15
C: 1.92 -0.42 -0.62
C: 0.10 0.16 0.65
H: -3.27 0.94 -0.20
H: 2.74 -0.99 -0.26
H: 1.41 -1.13 -1.33
H: 0.48 0.54 1.65

Output
Orbital gap (alpha / beta) (eV): 7.6 / 8.3
Molar mass (g/mol): 52.076

=====

Most stable structure - *P*; separation to the second - 45.2 kJ/mol.

=====

*P*
2 unconnected molecules or ions with the total composition C5H6NO2. Source: the Open Molecules 2025 dataset; level of theory: ωB97M-V/def2-TZVPD.

Geometry (Å):
C: 1.04 1.24 -0.79
C: 0.14 0.64 0.01
C: 2.28 1.74 -0.47
C: 1.25 -3.32 0.10
C: -1.91 -0.46 0.68
N: -1.12 0.21 -0.24
O: 3.31 2.29 -0.40
O: 1.91 -2.40 0.24
H: 1.09 1.28 -1.90
H: 0.29 0.46 0.90
H: -1.52 -0.22 1.63
H: -3.02 -0.36 0.57
H: -2.00 -1.57 0.72
H: -1.75 0.47 -1.04

Output
Net charge: +1
Orbital gap (eV): 9.3
Molar mass (g/mol): 112.108

=====

*Q*
A gas-phase ion, C5H6NO2 (charge +1). Source: the Open Molecules 2025 dataset; level of theory: ωB97M-V/def2-TZVPD.

Geometry (Å):
C: -0.54 -1.53 0.19
C: 1.60 -0.44 -0.10
C: -1.25 -0.61 -0.68
C: 0.47 1.24 1.04
C: 0.03 1.28 -0.23
N: 0.76 -1.28 0.28
O: 2.59 -0.06 -0.56
O: -0.72 0.56 -1.05
H: -0.85 -2.23 0.90
H: -1.50 -1.17 -1.67
H: -2.29 -0.35 -0.38
H: 0.16 0.42 1.65
H: 1.15 1.98 1.47
H: 0.39 2.19 -0.86

Output
Net charge: +1
Orbital gap (eV): 8.2
Molar mass (g/mol): 112.108
Structure (SMILES): C=COCC=[N+]=C=O

=====

Most stable structure - *P*; separation to the second - 117.5 kJ/mol.

=====

*P*
A molecular structure, C6H8O2. Source: the Open Molecules 2025 dataset; level of theory: ωB97M-V/def2-TZVPD.

Geometry (Å):
C: -2.92 -0.25 -0.04
C: -0.66 0.29 0.32
C: 0.68 0.29 -0.23
C: 1.56 -0.92 -0.48
C: 2.70 -1.30 0.48
C: 1.25 1.51 -0.22
H: -2.95 0.77 -0.78
H: -3.78 -1.06 -0.40
H: -3.11 -0.10 1.31
H: -1.12 1.39 0.58
H: 0.74 -1.48 -1.46
H: 2.98 -0.53 1.45
H: 3.31 -2.21 -0.10
H: 2.40 1.88 -0.67
O: -1.62 -0.70 0.09
O: 0.55 2.43 0.14

Output
Orbital gap (eV): 8.2
Molar mass (g/mol): 112.128

=====

*Q*
A molecular structure, C6H8O2. Source: the Open Molecules 2025 dataset; level of theory: ωB97M-V/def2-TZVPD.

Geometry (Å):
C: 1.83 -0.07 -0.71
C: -1.03 0.66 -0.44
C: -0.28 -0.83 0.34
C: 0.74 0.13 0.29
C: -0.67 -2.03 0.70
C: 0.31 1.44 0.61
O: -2.12 0.91 0.40
O: -1.06 0.77 -1.65
H: -2.87 0.49 -0.04
H: 2.66 0.62 -0.53
H: 1.39 0.17 -1.69
H: 2.17 -1.10 -0.74
H: -0.09 -2.65 1.38
H: -1.62 -2.43 0.35
H: 0.88 2.27 0.20
H: -0.23 1.63 1.53

Output
Orbital gap (eV): 7.9
Molar mass (g/mol): 112.128

=====

*R*
2 unconnected molecules or ions with the total composition C6H8O2. Source: the Open Molecules 2025 dataset; level of theory: ωB97M-V/def2-TZVPD.

Geometry (Å):
C: -1.89 -1.24 -0.08
C: -0.80 -0.09 -0.09
C: -1.59 1.11 -0.09
C: 0.44 -0.20 -0.42
C: 1.56 0.79 -0.05
C: 2.63 0.11 0.68
H: -1.55 -2.21 0.00
H: -2.85 -1.16 -0.72
H: -2.49 -0.78 0.89
H: -2.74 0.91 -0.56
H: 1.13 -1.20 -0.74
H: 1.16 1.83 0.02
H: 3.38 0.54 1.48
H: 2.32 -1.39 0.55
O: -1.39 2.38 0.02
O: 2.68 0.59 -0.89

Output
Orbital gap (eV): 9.7
Molar mass (g/mol): 112.128

=====

Most stable structure - *Q*; separation to the second - 276.5 kJ/mol.

=====

*P*
A molecular structure, C6H8O2. Source: the Open Molecules 2025 dataset; level of theory: ωB97M-V/def2-TZVPD.

Geometry (Å):
C: -0.37 -1.84 0.25
C: -0.16 -0.60 -0.44
C: 0.93 0.13 0.53
C: -0.94 0.56 0.33
C: -0.23 1.93 -0.30
C: 1.02 1.44 -0.35
H: 0.04 -1.91 1.34
H: -1.78 -1.84 0.28
H: 0.09 -2.91 -0.23
H: -0.08 0.16 -2.22
H: 1.79 -0.25 1.31
H: -2.03 0.83 0.75
H: -0.66 3.08 -0.44
H: 2.14 1.54 -0.57
O: 0.24 -0.76 -1.77
O: -0.01 0.44 1.53

Output
Orbital gap (eV): 9.8
Molar mass (g/mol): 112.128

=====

*Q*
A single C6H8O2 molecule. Source: the Open Molecules 2025 dataset; level of theory: ωB97M-V/def2-TZVPD.

Geometry (Å):
C: -1.07 -0.17 -0.52
C: -0.04 -1.08 0.30
C: 1.22 -0.86 -0.40
C: 1.12 0.71 -0.29
C: 0.32 1.00 0.99
C: -0.26 1.09 -0.41
H: -2.29 -0.12 1.03
H: -1.29 -0.32 -1.51
H: -0.27 -2.09 0.48
H: 2.06 -1.39 -0.11
H: 1.05 -1.42 -1.35
H: 1.96 1.24 -0.63
H: 0.49 1.81 1.62
H: -0.80 2.04 -0.82
O: -2.29 -0.08 0.08
O: 0.08 -0.36 1.55

Output
Orbital gap (eV): 10.2
Molar mass (g/mol): 112.128
Structure (SMILES): O[C@H]1[C@@H]2[C@@H]3C[C@H]1O[C@@H]32

=====

*R*
A single C6H8O2 molecule. Source: the Open Molecules 2025 dataset; level of theory: ωB97M-V/def2-TZVPD.

Geometry (Å):
C: 1.60 -0.14 -0.11
C: 1.12 1.30 0.17
C: -0.91 0.43 -0.55
C: -2.07 -0.19 0.04
C: -0.73 -0.65 0.41
C: 0.53 -1.35 -0.09
H: 1.28 1.49 1.22
H: 1.73 1.91 -0.48
H: -0.71 0.15 -1.56
H: -2.60 0.46 0.77
H: -2.88 -0.62 -0.56
H: -0.47 -0.28 1.34
H: 0.54 -1.85 -1.09
H: 1.00 -2.08 0.65
O: 2.82 -0.17 -0.09
O: -0.23 1.61 -0.09

Output
Orbital gap (eV): 10.0
Molar mass (g/mol): 112.128
Structure (SMILES): O=C1CO[C@@H]2C[C@H]2C1

=====

*S*
A molecular structure, C6H8O2. Source: the Open Molecules 2025 dataset; level of theory: ωB97M-V/def2-TZVPD.

Geometry (Å):
C: -0.62 0.69 1.87
C: 0.18 0.29 0.60
C: 1.33 0.74 0.28
C: 1.43 -0.24 -1.76
C: 0.27 -0.94 -1.54
C: -0.49 -0.73 -0.29
H: -0.35 1.79 2.23
H: -0.35 -0.25 2.67
H: -1.95 0.61 1.70
H: 1.50 1.77 0.86
H: 1.97 -0.33 -2.68
H: -0.28 -1.49 -2.23
H: -0.72 -1.72 0.35
H: -2.36 -0.17 -0.18
O: 2.13 0.55 -0.78
O: -1.68 -0.58 -1.10

Output
Orbital gap (eV): 9.3
Molar mass (g/mol): 112.128

=====

Most stable structure - *Q*; separation to the second - 90.4 kJ/mol.

=====

*P*
A molecular structure, C6H8O2. Source: the Open Molecules 2025 dataset; level of theory: ωB97M-V/def2-TZVPD.

Geometry (Å):
C: -0.61 0.34 0.92
C: 0.11 1.74 1.15
C: 0.86 0.81 0.19
C: 0.80 -1.09 -0.67
C: -0.73 -0.49 -0.34
C: -1.56 -0.52 -1.31
H: 0.36 -1.47 1.56
H: -0.29 2.60 0.32
H: 0.25 1.99 2.19
H: 0.83 0.94 -0.84
H: 0.96 -2.07 0.02
H: 1.29 -1.08 -1.75
H: -0.97 -0.75 -2.51
H: -2.64 -0.26 -1.18
O: -0.32 -0.42 2.11
O: 1.67 -0.27 0.14

Output
Orbital gap (eV): 8.5
Molar mass (g/mol): 112.128

=====

*Q*
A single C6H8O2 molecule. Source: the Open Molecules 2025 dataset; level of theory: ωB97M-V/def2-TZVPD.

Geometry (Å):
C: -0.17 -0.38 -0.88
C: -0.37 -1.37 0.20
C: -0.18 -0.21 1.37
C: 1.17 0.54 0.93
C: 0.82 0.74 -0.56
C: -0.67 0.93 -0.43
H: -1.18 -0.58 -2.36
H: 0.39 -2.18 0.17
H: -1.47 -1.77 0.23
H: -0.41 -0.36 2.44
H: 2.15 -0.05 1.05
H: 1.07 1.52 1.49
H: 1.32 1.42 -1.25
H: -1.09 1.65 -1.00
O: -0.20 -0.64 -2.25
O: -1.17 0.76 0.86

Output
Orbital gap (eV): 9.8
Molar mass (g/mol): 112.128
Structure (SMILES): O[C@@]12C[C@H]3C[C@@H]1[C@@H]2O3

=====

*R*
A single C6H8O2 molecule. Source: the Open Molecules 2025 dataset; level of theory: ωB97M-V/def2-TZVPD.

Geometry (Å):
C: 0.66 -0.16 -1.43
C: -2.01 -0.46 0.73
C: -1.29 -0.35 2.14
C: 0.64 0.11 0.06
C: -0.67 0.13 0.84
C: 2.04 0.41 -1.94
O: -0.32 -0.51 -2.05
O: -0.10 1.25 0.46
H: -2.00 -1.47 0.30
H: -2.98 0.11 0.54
H: -1.86 0.46 2.88
H: -0.84 -1.16 2.71
H: 1.55 0.11 0.70
H: 2.28 1.26 -1.32
H: 2.07 0.51 -2.99
H: 2.82 -0.26 -1.61

Output
Orbital gap (eV): 10.5
Molar mass (g/mol): 112.128
Structure (SMILES): CC(=O)[C@H]1OC12CC2

=====

Most stable structure - *Q*; separation to the second - 116.6 kJ/mol.

=====

*P*
A molecular structure, C6H8O2. Source: the Open Molecules 2025 dataset; level of theory: ωB97M-V/def2-TZVPD.

Geometry (Å):
C: 1.04 0.20 1.11
C: 0.19 1.19 0.33
C: 1.33 -0.03 -0.40
C: 0.08 -0.88 -0.92
C: -1.19 -1.00 0.07
C: -1.07 0.47 -0.12
H: 2.07 0.40 1.50
H: 0.63 -0.45 1.99
H: -0.19 2.42 0.50
H: 2.20 -0.34 -0.93
H: 0.25 -1.69 -1.54
H: -1.42 -1.45 1.21
H: -2.13 -1.32 -0.70
H: -2.00 1.03 0.09
O: 0.99 1.34 -0.72
O: -0.79 0.11 -1.46

Output
Orbital gap (eV): 10.2
Molar mass (g/mol): 112.128

=====

*Q*
A molecular structure, C6H8O2. Source: the Open Molecules 2025 dataset; level of theory: ωB97M-V/def2-TZVPD.

Geometry (Å):
C: -2.05 -0.89 0.11
C: 0.12 -1.05 -0.22
C: 2.33 -1.00 -0.03
C: 1.85 0.30 0.01
C: 0.49 0.28 -0.15
C: -0.29 1.69 -0.19
H: -2.99 -1.46 -0.10
H: -2.21 0.10 -0.57
H: -1.86 -0.82 1.50
H: 3.38 -1.22 0.37
H: 2.57 1.16 0.00
H: -1.34 1.64 -0.67
H: 0.33 2.73 -0.48
H: -0.65 2.04 0.86
O: -0.93 -1.67 -0.27
O: 1.25 -1.83 -0.16

Output
Orbital gap (eV): 8.2
Molar mass (g/mol): 112.128

=====

Most stable structure - *Q*; separation to the second - 216.3 kJ/mol.

=====

*P*
A gas-phase ion, C5H7N4 (charge +1). Source: the Open Molecules 2025 dataset; level of theory: ωB97M-V/def2-TZVPD.

Geometry (Å):
C: -0.17 2.18 -0.01
C: 1.13 1.79 -0.31
C: -1.09 1.18 0.22
C: 1.43 0.44 -0.35
C: -0.77 -0.18 0.16
N: 0.54 -0.55 -0.13
N: -1.76 -2.19 0.36
N: 1.03 -1.82 -0.28
N: -1.90 -0.95 0.44
H: -0.46 3.22 0.04
H: 1.90 2.51 -0.51
H: -2.12 1.41 0.47
H: 2.44 0.13 -0.58
H: -2.62 -2.68 0.59
H: 2.02 -1.94 -0.11
H: 0.39 -2.55 0.01

Output
Net charge: +1
Orbital gap (eV): 8.8
Molar mass (g/mol): 123.139
Structure (SMILES): N=[N+]=c1ccccn1N

=====

*Q*
A gas-phase ion, C5H7N4 (charge +1). Source: the Open Molecules 2025 dataset; level of theory: ωB97M-V/def2-TZVPD.

Geometry (Å):
C: 0.05 -0.14 -2.38
C: -1.35 1.56 -1.23
C: 0.23 0.32 0.17
C: 0.21 -1.67 1.57
C: -0.04 0.85 -1.27
N: -0.01 -1.02 -3.11
N: -2.39 2.02 -1.27
N: 0.14 -0.98 0.30
N: 0.37 1.31 1.08
H: -0.25 -1.19 2.36
H: -0.25 -2.70 1.35
H: 1.36 -1.86 1.71
H: 0.68 1.64 -1.49
H: -0.17 -1.53 -0.49
H: 0.61 2.13 0.65
H: 0.80 1.25 2.06

Output
Net charge: +1
Orbital gap (eV): 11.8
Molar mass (g/mol): 123.139
Structure (SMILES): CNC(=[NH2+])C(C#N)C#N

=====

Most stable structure - *Q*; separation to the second - 50.8 kJ/mol.